# 1
The following is a quantum chemistry calculation of a 2-piece molecular cluster, C4H6Br2O overall at a distorted geometry, from the OMol25 dataset.

```
13
Properties=species:S:1:pos:R:3:forces:R:3
C -0.032222 -0.875894 0.992785 3.1 -0.4 0.1
C 0.383539 0.255139 0.432934 0.6 0.6 1.7
C 0.284521 -2.238963 -1.219574 1.8 -0.4 0.1
C -0.461777 1.484481 0.133740 3.6 -0.9 -0.7
O 1.581991 -2.091368 -1.316379 -0.7 -1.6 1.2
Br 2.341627 0.577176 0.367418 -1.1 -0.2 -0.2
Br -0.598632 -1.128729 -2.450388 -0.7 0.8 -1.1
H 0.745446 -1.655941 1.303334 -1.6 1.2 -0.4
H -1.053608 -0.999017 1.196302 -1.3 -0.4 0.1
H 0.186155 2.077431 -0.528399 -0.9 0.2 -0.1
H -0.683171 2.042644 0.994562 -0.3 0.6 1.2
H -1.290276 1.083649 -0.324846 -2.2 -0.3 -1.3
H 2.065268 -1.427902 -1.813031 -0.4 0.9 -0.7
```
Forces are in eV/Å.

Multiplicity = 1
Energy relative to the best compared isomer or geometry (same formula, charge and spin) = 3.399 eV
Gap between HOMO and LUMO = 0.344 Eh
Highest occupied orbital energy = -9.094 eV

Here are the Mulliken charges for atoms 1 to 5, given in e: number 1, C, carries -0.79; number 2, C, carries 0.45; number 3, C, carries -0.01; number 4, C, carries -1.12; number 5, O, carries -0.20

=====

# 2
The following is a quantum chemistry calculation of C44H92F12N7O9S4 as an isolated structure at a distorted geometry, from the OMol25 dataset.

```
168
Properties=species:S:1:pos:R:3:forces:R:3
C -17.675351 -7.401928 -11.762848 1.0 1.4 -0.4
C -16.469970 -6.533742 -12.197780 0.7 -0.9 -0.4
C -16.570224 -6.133957 -13.683391 -0.2 2.8 0.3
O -15.473971 -5.289051 -13.952688 1.6 0.2 0.9
C -15.483929 -4.720140 -15.257562 -2.6 -0.9 -0.6
N -16.186617 -5.359639 -11.270302 1.3 -0.2 -0.9
H -15.646584 -5.613783 -10.442253 -1.2 -0.7 0.6
H -15.414205 -4.780221 -11.624271 -0.7 0.5 -1.3
H -17.031348 -4.790920 -11.121158 -0.1 0.5 0.4
H -17.832288 -7.439223 -10.685634 0.4 -0.4 0.1
H -17.399612 -8.333644 -12.251224 -0.9 -0.4 0.3
H -18.587061 -6.922517 -12.119468 -0.1 -0.4 -0.4
H -15.535314 -7.096913 -12.194440 -0.1 -0.2 0.5
H -17.434652 -5.462989 -13.789756 -0.6 -0.4 -0.1
H -16.626302 -6.925426 -14.433512 -0.1 -0.5 0.5
H -14.652860 -4.130476 -15.627222 0.6 -0.6 0.7
H -16.368179 -4.077944 -15.373316 0.0 0.3 0.3
H -15.776951 -5.572453 -15.881097 0.8 0.2 -0.8
C -20.724436 3.509579 -12.465390 -0.6 -1.2 -0.7
C -21.913041 2.726839 -11.884080 0.4 0.2 1.9
C -21.463657 1.845464 -10.713790 -0.1 0.0 0.4
N -22.498671 0.928448 -10.077228 -2.0 -0.2 -0.8
C -23.789486 1.621002 -9.631125 0.3 0.4 -0.4
C -23.518648 2.647309 -8.531108 -0.3 -1.3 1.0
C -22.994153 1.874012 -7.298600 0.4 -0.1 0.1
C -21.766548 1.015104 -7.625033 0.0 0.7 -1.6
C -21.983407 0.142430 -8.875216 -0.4 -0.3 0.0
C -22.929311 -0.088874 -11.120231 1.8 0.4 0.2
H -21.119659 4.050449 -13.324178 0.2 0.3 0.1
H -20.024118 2.776462 -12.870089 0.4 0.3 0.1
H -20.256080 4.183300 -11.753911 0.0 -0.1 0.0
H -22.362630 2.034467 -12.591973 -0.4 0.8 -0.4
H -22.530684 3.494730 -11.412874 -0.9 -0.3 -0.7
H -21.174599 2.450858 -9.857912 0.8 0.0 -0.4
H -20.696354 1.177359 -11.102642 0.3 0.0 0.6
H -24.340708 1.926464 -10.521989 0.6 0.8 -0.1
H -24.475206 0.841656 -9.290043 0.4 -0.2 0.6
H -22.790629 3.436137 -8.710268 -0.3 0.1 -0.7
H -24.473179 3.055079 -8.200744 0.0 0.4 -0.4
H -22.711257 2.603229 -6.539229 -0.1 -0.1 0.1
H -23.779666 1.248201 -6.870272 -0.1 0.0 -0.1
H -20.963380 1.670252 -7.977755 0.2 0.2 0.6
H -21.375295 0.473795 -6.766927 -0.2 -0.3 -0.2
H -21.090830 -0.398104 -9.190523 0.1 0.2 -0.1
H -22.784854 -0.591578 -8.775912 0.1 -0.1 0.5
H -23.649682 -0.768506 -10.676662 0.1 -0.1 -0.2
H -21.956288 -0.513837 -11.380437 -0.4 -0.9 0.0
H -23.252453 0.369656 -12.050836 -0.5 0.3 0.4
C -14.381206 -7.788282 -4.466340 -1.1 0.0 0.8
C -15.508348 -8.580782 -5.194706 0.5 -0.2 -0.3
C -16.660846 -7.704308 -5.775308 1.0 -0.4 0.5
N -17.607979 -8.426964 -6.716978 0.5 1.4 -0.5
C -18.686159 -7.376405 -7.157239 -0.2 -0.9 -0.6
C -19.618456 -6.965991 -6.063855 -0.9 0.9 0.0
C -20.312931 -8.180510 -5.495102 0.5 0.1 1.5
C -19.253195 -9.132352 -5.003815 -0.3 -2.6 1.1
C -18.264419 -9.665871 -6.025631 0.0 1.7 -1.0
C -16.851449 -8.832044 -7.982084 -1.8 -0.1 0.9
H -14.763704 -7.470276 -3.493364 -0.1 0.4 -0.1
H -14.019500 -6.920596 -5.016705 -0.1 0.0 -0.1
H -13.513789 -8.373499 -4.164015 -0.1 -0.4 -0.6
H -15.899856 -9.378538 -4.563585 0.0 0.3 0.4
H -14.989390 -9.139973 -5.977232 -0.3 0.2 -0.4
H -16.180281 -6.873763 -6.295155 -0.3 -0.1 -0.4
H -17.283837 -7.244323 -5.012181 0.2 -0.3 0.3
H -18.241953 -6.506603 -7.640159 0.6 -0.3 0.1
H -19.272974 -7.886466 -7.924119 0.1 -0.1 -0.1
H -19.104119 -6.299692 -5.365286 0.1 -0.6 0.6
H -20.384868 -6.265288 -6.409331 0.2 -0.1 -0.8
H -20.884892 -7.945424 -4.595676 -0.1 0.3 -0.2
H -21.027083 -8.687633 -6.144433 0.3 0.2 -0.5
H -18.794178 -8.876221 -4.045095 0.5 0.9 -0.4
H -19.766356 -10.012911 -4.596099 -0.1 -0.3 -0.5
H -17.473331 -10.309831 -5.649792 0.0 0.2 0.2
H -18.716523 -10.185440 -6.871437 -0.4 0.0 0.2
H -17.617944 -9.056853 -8.724330 0.0 -0.4 0.1
H -16.328977 -9.739014 -7.696137 0.7 0.3 -0.5
H -16.334641 -7.966402 -8.386274 0.6 -0.2 0.4
C -11.900308 -0.782943 -4.872152 0.1 0.1 0.1
C -12.906796 0.198857 -5.489218 0.6 -0.6 -0.1
C -14.302148 0.156182 -4.931071 -1.5 -0.3 0.2
N -15.325270 -0.842058 -5.524555 1.1 0.0 -1.0
C -14.950349 -2.282918 -5.203750 -1.8 0.8 -0.9
C -15.294453 -2.687413 -3.774828 1.0 0.3 0.0
C -16.692135 -2.293269 -3.368523 -0.7 -0.2 0.6
C -16.960635 -0.817621 -3.606239 -0.2 0.1 -1.7
C -16.763466 -0.522600 -5.118936 1.4 0.2 2.2
C -15.307330 -0.658886 -7.032824 0.7 -0.7 0.2
H -12.006453 -1.823196 -5.184937 0.0 0.1 -0.4
H -11.894770 -0.857047 -3.782518 -0.1 0.5 0.1
H -10.926537 -0.413116 -5.190835 0.2 -0.4 0.1
H -12.820897 0.076078 -6.570447 -0.4 0.2 0.0
H -12.572242 1.224085 -5.325296 0.1 -0.2 0.2
H -14.859840 1.083561 -5.062369 0.5 0.3 0.2
H -14.236976 -0.103722 -3.874790 -0.1 0.3 0.1
H -13.953457 -2.483094 -5.586509 0.1 0.2 0.5
H -15.641192 -2.709063 -5.940456 0.1 -1.1 0.4
H -14.628012 -2.205180 -3.054997 0.3 -0.1 -0.2
H -15.073011 -3.754432 -3.713737 -0.3 0.0 0.2
H -16.908657 -2.473026 -2.313658 0.4 -0.3 0.0
H -17.415536 -2.927350 -3.892988 -0.2 0.3 -0.2
H -16.336063 -0.124414 -3.043706 0.1 -0.3 0.3
H -17.998123 -0.561711 -3.389792 0.0 0.0 0.2
H -16.834583 0.554669 -5.250529 -0.5 -0.1 -0.7
H -17.443999 -1.162561 -5.668046 0.0 0.3 -0.5
H -15.349821 0.399592 -7.267235 -0.4 -0.1 -0.1
H -16.066538 -1.288722 -7.487577 -0.7 0.6 0.2
H -14.410644 -1.083989 -7.487149 0.4 0.3 0.5
C -21.490526 -8.271317 -14.106719 1.2 -0.3 0.7
C -21.725096 -6.888046 -13.498661 -1.6 -1.4 0.0
C -22.809540 -6.250543 -14.402209 0.2 1.4 0.9
N -22.780687 -4.689496 -14.431796 0.4 -0.5 -0.4
C -24.014567 -4.190504 -15.229703 0.7 -0.4 0.2
C -25.285421 -4.417881 -14.449867 0.1 -0.7 -0.1
C -25.237271 -3.927016 -13.018237 -0.4 1.6 0.3
C -24.026408 -4.465253 -12.268467 0.2 -0.4 -0.9
C -22.743529 -4.085086 -13.008757 -0.9 -0.9 -1.0
C -21.501799 -4.231501 -15.134403 -1.5 0.0 -1.6
H -20.659917 -8.725891 -13.558891 0.3 0.0 -0.4
H -21.254721 -8.185998 -15.165890 0.0 -0.4 0.0
H -22.272191 -9.002029 -13.899890 -0.5 0.4 -0.5
H -20.796354 -6.407720 -13.197371 -0.1 0.6 -0.8
H -22.207574 -7.137901 -12.549271 0.0 0.5 0.2
H -23.773199 -6.572760 -14.013811 0.0 0.3 0.2
H -22.857818 -6.629809 -15.422447 0.7 0.4 -0.2
H -24.036313 -4.759446 -16.160181 0.2 -0.2 0.1
H -23.842409 -3.163872 -15.554251 0.1 0.2 0.5
H -25.461418 -5.497284 -14.416643 0.0 0.0 0.0
H -26.125039 -4.057941 -15.045091 0.0 0.4 0.2
H -26.206075 -4.139886 -12.565750 0.2 -0.3 0.3
H -25.175173 -2.832674 -12.979169 -0.1 0.1 -0.3
H -24.172943 -5.544931 -12.340865 0.5 -0.1 0.7
H -23.884485 -4.144988 -11.237871 -0.5 -0.1 0.1
H -21.841061 -4.453063 -12.529442 0.0 0.2 0.0
H -22.664711 -3.017088 -13.209712 0.0 0.1 0.3
H -21.784175 -3.963839 -16.156895 -0.3 0.0 0.0
H -20.832475 -5.063508 -15.334275 0.4 0.2 1.0
H -21.148461 -3.299638 -14.707316 0.5 -0.5 0.4
C -12.997509 3.467365 -7.599913 -0.9 -0.5 -0.6
F -13.401777 4.713773 -7.422257 0.6 0.0 -0.1
F -11.676858 3.334068 -7.607482 -0.3 0.5 -0.1
F -13.465825 2.752531 -6.564507 -0.2 -0.2 0.4
S -13.698845 2.777708 -9.209473 1.2 2.5 -0.6
O -13.397590 3.808736 -10.173546 -0.5 -0.5 0.7
O -12.978808 1.543514 -9.416520 -1.2 -0.5 0.7
N -15.318739 2.792758 -8.798014 1.8 -0.8 -0.7
S -16.072679 1.880858 -9.833434 -0.5 -0.4 -1.2
O -15.811664 2.073279 -11.246063 -0.2 0.1 1.1
O -16.151994 0.502504 -9.409020 -0.3 -0.4 0.2
C -17.808423 2.502432 -9.627418 0.5 1.7 0.3
F -18.161408 2.823540 -8.360078 0.1 -0.7 -0.3
F -17.962085 3.633822 -10.332266 0.0 -0.4 0.0
F -18.656284 1.599661 -10.100458 -0.2 -0.4 0.1
C -19.263099 -3.081951 -8.199796 -1.2 0.7 -0.5
F -20.351425 -2.797662 -7.466192 0.2 -1.1 -0.2
F -18.709036 -1.902289 -8.395951 0.8 -0.4 -0.4
F -18.451850 -3.923259 -7.573418 0.3 0.2 0.5
S -19.728337 -3.965857 -9.829512 -2.0 -1.0 -2.2
O -19.741523 -5.404753 -9.640990 1.3 0.7 0.9
O -21.045787 -3.494940 -10.267706 1.7 0.5 0.9
N -18.521027 -3.588115 -10.896056 -0.9 -1.5 3.0
S -18.968309 -2.404641 -11.798514 0.5 2.6 -4.7
O -19.676856 -2.902925 -13.011440 0.8 1.0 2.4
O -19.385844 -1.191668 -11.116820 -0.4 -1.2 -0.4
C -17.257026 -1.854401 -12.550430 0.4 -0.4 0.5
F -17.352419 -1.525926 -13.817467 -0.7 0.3 -0.2
F -16.746936 -0.859575 -11.859233 -0.4 -0.3 0.0
F -16.361602 -2.889496 -12.537280 -0.4 -0.1 0.5
```
Forces are in eV/Å.

Multiplicity = 1
Gap between HOMO and LUMO = 0.253 Eh
Highest occupied orbital energy = -13.422 eV
Net charge = +3

Here are the Mulliken charges for atoms 1 to 5, given in e: number 1, C, carries -0.43; number 2, C, carries 0.07; number 3, C, carries -0.76; number 4, O, carries -0.38; number 5, C, carries -0.73

=====

# 3
The following is a quantum chemistry calculation of one molecule with the formula C4H9NO at a distorted geometry, from the OMol25 dataset.

```
15
Properties=species:S:1:pos:R:3:forces:R:3
C -0.220430 0.997512 -1.203710 0.3 0.2 -0.1
C -0.066672 -0.081794 -0.169999 2.6 -0.6 -0.4
C -0.995689 -1.260286 -0.276031 0.2 -0.4 0.1
C 0.261924 0.371568 1.251546 0.9 -0.1 0.1
N 1.574134 -0.318469 1.178029 0.3 0.1 1.3
O 1.532282 -0.568068 -0.223567 -3.4 0.5 -1.0
H -0.328554 0.583339 -2.209820 0.0 0.0 0.1
H 0.680357 1.626938 -1.192127 -0.3 -0.1 0.0
H -1.087658 1.633773 -0.995728 0.0 -0.1 0.0
H -0.658502 -2.061112 0.394262 0.0 0.2 -0.2
H -2.011319 -0.989811 0.037592 0.1 0.2 -0.1
H -1.039260 -1.650329 -1.296295 0.0 0.1 0.1
H 0.351850 1.456490 1.362819 -0.2 0.0 -0.1
H -0.377701 -0.033940 2.040046 0.0 0.0 -0.1
H 2.385237 0.294191 1.302981 -0.5 0.1 0.1
```
Forces are in eV/Å.

Multiplicity = 1
Energy relative to the best compared isomer or geometry (same formula, charge and spin) = 3.613 eV
Gap between HOMO and LUMO = 0.332 Eh
Highest occupied orbital energy = -8.104 eV
Structure (SMILES) = CC1(C)CNO1

Here are the Mulliken charges for atoms 1 to 5, given in e: number 1, C, carries -1.47; number 2, C, carries 1.44; number 3, C, carries -1.49; number 4, C, carries -0.68; number 5, N, carries -0.39

=====

| no. | total energy (eV) |
| --- | --- |
| 1 | -146374.161 |
| 2 | -151901.189 |
| 3 | -7828.707 |